1.
Below is 9 unconnected molecules or ions with the total composition C38H69BrCl17N3O3S2 at a distorted geometry, with properties calculated with the ωB97M-V functional and the def2-TZVPD basis.

Each line ends with the Löwdin charge.
CARTESIAN COORDINATES (ANGSTROEM)
C (5.678, 2.144, -0.235)  -0.106
C (5.505, 3.074, -1.462)  -0.276
C (4.416, 2.501, -2.420)  -0.162
C (5.078, 1.645, -3.557)  -0.178
N (4.540, 0.272, -3.507)  -0.223
C (3.466, 0.002, -4.488)  -0.169
C (2.079, 0.068, -3.808)  -0.153
C (1.434, -1.337, -3.626)  -0.171
C (0.431, -1.316, -2.447)  -0.141
C (-1.008, -1.731, -2.856)  -0.378
C (-1.145, -3.026, -3.675)  -0.139
C (-1.236, -4.371, -2.898)  -0.653
C (-0.495, -5.468, -3.705)  -0.147
Br (-0.430, -4.343, -1.116)  0.844
N (-1.365, -0.620, -3.812)  0.135
C (-1.957, 0.455, -3.123)  -0.436
O (-2.214, 1.517, -3.600)  0.140
C (-2.268, 0.027, -1.641)  -0.536
Cl (-1.227, 0.819, -0.402)  0.798
C (-3.749, 0.470, -1.346)  -0.218
O (-3.788, 1.749, -0.781)  -0.223
C (-4.641, 1.796, 0.360)  -0.116
C (-2.020, -1.487, -1.715)  -0.264
O (-3.144, -2.372, -1.591)  0.041
C (-3.965, -2.270, -2.606)  -0.340
N (-4.679, -2.027, -3.478)  0.207
C (5.530, -0.720, -3.529)  -1.070
S (6.939, -0.716, -4.370)  0.709
S (5.054, -2.086, -2.483)  0.891
C (6.200, -3.431, -2.901)  -0.495
C (7.521, -3.419, -2.096)  -0.313
C (7.386, -3.399, -0.567)  -0.132
H (6.228, 2.630, 0.575)  0.061
H (4.687, 1.868, 0.134)  0.066
H (6.227, 1.240, -0.519)  0.072
H (6.464, 3.205, -1.969)  0.036
H (5.212, 4.061, -1.086)  0.095
H (3.768, 1.881, -1.801)  0.087
H (3.872, 3.360, -2.822)  0.103
H (4.806, 2.132, -4.497)  0.115
H (6.148, 1.673, -3.379)  0.079
H (3.509, 0.684, -5.342)  0.120
H (3.642, -1.006, -4.880)  0.111
H (1.384, 0.656, -4.417)  0.114
H (2.188, 0.547, -2.835)  0.099
H (2.239, -2.031, -3.366)  0.081
H (0.968, -1.577, -4.581)  0.103
H (0.375, -0.285, -2.090)  0.069
H (0.814, -1.907, -1.612)  0.082
H (-2.095, -2.943, -4.221)  0.115
H (-0.364, -3.108, -4.427)  0.104
H (-2.273, -4.698, -2.844)  0.088
H (-1.135, -5.901, -4.478)  0.084
H (-0.169, -6.278, -3.048)  0.053
H (0.417, -5.072, -4.160)  0.077
H (-1.943, -0.878, -4.604)  0.146
H (-4.281, -0.276, -0.745)  0.128
H (-4.262, 0.534, -2.314)  0.132
H (-4.599, 2.809, 0.759)  0.071
H (-4.279, 1.124, 1.140)  0.032
H (-5.659, 1.527, 0.053)  0.095
H (-1.448, -1.724, -0.809)  0.098
H (5.676, -4.388, -2.822)  0.076
H (6.491, -3.338, -3.953)  0.044
H (8.046, -4.344, -2.361)  0.106
H (8.100, -2.558, -2.431)  0.071
H (6.695, -2.646, -0.199)  0.006
H (8.368, -3.150, -0.151)  0.072
H (7.103, -4.385, -0.188)  0.073
Cl (-3.613, 1.936, 3.544)  0.587
C (-4.341, 2.868, 4.878)  -0.636
C (-5.830, 3.010, 4.697)  -0.652
Cl (-6.227, 4.057, 3.310)  0.544
H (-3.848, 3.837, 4.922)  0.061
H (-4.130, 2.329, 5.800)  0.077
H (-6.270, 3.472, 5.579)  0.076
H (-6.308, 2.046, 4.538)  0.023
Cl (-6.840, 9.610, 5.942)  0.535
C (-6.826, 9.119, 4.229)  -0.667
C (-6.744, 7.622, 4.066)  -0.676
Cl (-5.169, 6.974, 4.583)  0.524
H (-5.989, 9.617, 3.745)  0.067
H (-7.751, 9.485, 3.786)  0.072
H (-6.865, 7.360, 3.016)  0.068
H (-7.518, 7.116, 4.637)  0.068
Cl (5.759, -2.530, 3.818)  0.563
C (4.001, -2.329, 3.585)  -0.642
C (3.492, -3.131, 2.415)  -0.689
Cl (4.094, -2.501, 0.861)  0.561
H (3.802, -1.267, 3.460)  0.070
H (3.517, -2.667, 4.500)  0.076
H (2.405, -3.080, 2.382)  -0.051
H (3.787, -4.175, 2.491)  0.072
Cl (-0.594, -1.042, 4.162)  0.548
C (-0.684, -1.531, 2.451)  -0.671
C (-0.948, -3.008, 2.293)  -0.637
Cl (0.434, -4.002, 2.825)  0.619
H (0.247, -1.240, 1.970)  0.066
H (-1.497, -0.962, 2.000)  0.043
H (-1.114, -3.242, 1.243)  -0.015
H (-1.821, -3.321, 2.861)  0.075
Cl (8.945, 3.983, -1.270)  0.579
C (9.382, 5.708, -1.205)  -0.656
C (8.165, 6.597, -1.263)  -0.663
Cl (7.361, 6.532, -2.851)  0.539
H (10.065, 5.912, -2.025)  0.068
H (9.910, 5.868, -0.266)  0.072
H (8.459, 7.632, -1.095)  0.071
H (7.435, 6.318, -0.507)  0.066
Cl (7.894, -7.147, 7.475)  0.532
C (8.065, -6.181, 5.986)  -0.666
C (6.744, -5.645, 5.498)  -0.687
Cl (5.670, -6.937, 4.901)  0.530
H (8.542, -6.806, 5.235)  0.067
H (8.731, -5.351, 6.221)  0.072
H (6.907, -4.962, 4.666)  0.023
H (6.217, -5.108, 6.283)  0.067
Cl (-9.430, 2.358, 4.437)  0.553
C (-9.349, 1.898, 2.716)  -0.698
C (-9.231, 0.406, 2.540)  -0.677
Cl (-7.655, -0.206, 3.116)  0.549
H (-8.501, 2.418, 2.273)  0.043
H (-10.258, 2.266, 2.248)  -0.015
H (-9.304, 0.153, 1.486)  0.039
H (-10.015, -0.123, 3.075)  0.071
Cl (-11.381, 1.569, 0.290)  0.633
C (-11.721, 0.471, -1.075)  -0.630
C (-12.898, -0.427, -0.795)  -0.662
Cl (-12.540, -1.611, 0.487)  0.543
H (-10.819, -0.104, -1.273)  0.072
H (-11.929, 1.096, -1.942)  0.075
H (-13.149, -0.992, -1.692)  0.074
H (-13.771, 0.144, -0.491)  0.069

spin multiplicity: 1
SMILES string: CCCCN(CCCC[C@]1(C[C@@H](C)Br)NC(=O)[C@@](Cl)(COC)[C@H]1OC#N)C(=S)SCCC.ClCCCl.ClCCCl.ClCCCl.ClCCCl.ClCCCl.ClCCCl.ClCCCl.ClCCCl
HOMO-LUMO gap: 8.495 eV
LUMO: 0.0055 Ha
highest occupied orbital energy: -8.3 eV

=====

2.
Below is a molecular structure, C38H70LuN2SbSi7, with properties calculated with the ωB97M-V functional and the def2-TZVPD basis.

Each line ends with the Löwdin charge.
CARTESIAN COORDINATES (ANGSTROEM)
Lu (0.293, 0.393, 0.385)  1.055
C (0.774, -2.424, 3.720)  -0.404
Sb (1.207, -2.135, 1.616)  1.077
C (0.792, 1.473, 2.387)  -0.368
C (-0.449, 1.156, 2.918)  -0.510
C (-0.869, 1.212, 4.309)  -0.067
C (-2.169, 1.044, 4.666)  -0.127
C (-3.153, 0.749, 3.687)  -0.137
C (-2.708, 0.589, 2.398)  -0.238
N (-1.444, 0.740, 2.003)  -0.086
Si (2.257, 1.971, 3.294)  0.346
C (3.786, 1.839, 2.198)  -0.201
C (2.177, 3.768, 3.883)  -0.195
C (2.745, 1.003, 4.853)  -0.203
C (-0.122, -3.677, 0.594)  -0.626
C (-0.632, -3.083, -0.701)  -0.402
C (-1.266, -3.909, -1.653)  -0.072
C (-1.633, -3.424, -2.887)  -0.066
C (-1.366, -2.099, -3.198)  -0.077
C (-0.769, -1.332, -2.221)  -0.162
N (-0.431, -1.787, -1.006)  0.016
Si (1.149, -5.011, 0.186)  0.360
C (0.397, -6.647, -0.415)  -0.190
C (2.228, -4.407, -1.213)  -0.174
C (2.221, -5.537, 1.631)  -0.211
Si (-1.573, -4.227, 1.636)  0.408
C (-1.070, -5.330, 3.064)  -0.175
C (-2.552, -2.765, 2.214)  -0.174
C (-2.848, -5.273, 0.709)  -0.187
H (1.314, -1.605, 4.200)  -0.038
H (1.170, -3.367, 4.096)  -0.030
H (-0.279, -2.321, 3.981)  -0.024
H (-0.116, 1.439, 5.053)  0.074
H (-2.456, 1.133, 5.710)  0.085
H (-4.199, 0.621, 3.933)  0.068
H (-3.415, 0.318, 1.621)  0.075
H (3.589, 2.264, 1.209)  0.015
H (4.035, 0.782, 2.050)  0.008
H (4.664, 2.337, 2.626)  0.017
H (1.924, 4.423, 3.044)  -0.001
H (3.135, 4.095, 4.306)  0.011
H (1.402, 3.898, 4.646)  0.016
H (2.970, -0.039, 4.610)  0.007
H (1.970, 1.003, 5.625)  0.005
H (3.649, 1.453, 5.280)  0.014
H (-1.446, -4.943, -1.405)  0.074
H (-2.116, -4.076, -3.606)  0.103
H (-1.610, -1.665, -4.157)  0.098
H (-0.540, -0.289, -2.409)  0.031
H (-0.027, -6.569, -1.418)  0.018
H (-0.381, -7.016, 0.258)  0.007
H (1.187, -7.405, -0.449)  0.021
H (1.647, -4.277, -2.131)  0.030
H (3.028, -5.126, -1.417)  0.029
H (2.684, -3.447, -0.962)  0.014
H (1.636, -5.716, 2.536)  0.010
H (2.951, -4.760, 1.855)  -0.001
H (2.744, -6.466, 1.376)  0.022
H (-0.356, -4.854, 3.734)  0.005
H (-0.634, -6.265, 2.701)  0.020
H (-1.966, -5.581, 3.641)  0.030
H (-1.995, -2.098, 2.870)  0.006
H (-3.467, -3.078, 2.726)  0.038
H (-2.843, -2.168, 1.344)  0.035
H (-2.437, -6.178, 0.256)  0.012
H (-3.359, -4.702, -0.069)  0.027
H (-3.599, -5.578, 1.445)  0.027
C (-3.533, 1.013, -3.502)  -0.231
Si (-3.240, 2.275, -2.124)  0.281
C (-4.091, 3.829, -2.773)  -0.223
C (-4.335, 1.669, -0.714)  -0.237
Si (-1.013, 2.371, -1.409)  0.325
Si (0.085, 2.991, -3.369)  0.274
C (1.864, 3.499, -3.027)  -0.227
C (-0.620, 4.396, -4.415)  -0.227
C (0.179, 1.524, -4.562)  -0.233
Si (-0.972, 4.366, -0.162)  0.289
C (-1.688, 5.951, -0.909)  -0.225
C (-1.889, 4.171, 1.465)  -0.215
C (0.814, 4.796, 0.257)  -0.229
H (-4.608, 0.935, -3.707)  0.022
H (-3.169, 0.025, -3.211)  -0.001
H (-3.035, 1.294, -4.433)  0.008
H (-5.134, 3.590, -3.009)  0.019
H (-3.612, 4.209, -3.678)  0.006
H (-4.083, 4.634, -2.039)  -0.001
H (-5.389, 1.651, -1.012)  0.021
H (-4.233, 2.292, 0.179)  0.014
H (-4.041, 0.655, -0.432)  0.010
H (1.899, 4.503, -2.596)  0.007
H (2.456, 3.502, -3.949)  0.025
H (2.338, 2.822, -2.311)  0.006
H (-0.642, 5.334, -3.858)  0.004
H (-1.637, 4.188, -4.754)  0.003
H (0.014, 4.537, -5.298)  0.020
H (0.736, 0.693, -4.120)  -0.004
H (0.685, 1.817, -5.489)  0.025
H (-0.813, 1.149, -4.819)  -0.001
H (-2.773, 5.902, -0.989)  -0.003
H (-1.290, 6.173, -1.900)  0.001
H (-1.439, 6.786, -0.244)  0.021
H (-2.974, 4.156, 1.315)  0.017
H (-1.645, 5.009, 2.129)  0.027
H (-1.603, 3.245, 1.966)  0.000
H (1.327, 5.259, -0.590)  0.006
H (1.370, 3.901, 0.549)  0.005
H (0.837, 5.499, 1.098)  0.020
C (2.153, 0.320, -1.081)  -0.038
C (3.384, 0.016, -1.696)  -0.395
C (3.608, 0.147, -3.091)  -0.076
C (4.836, -0.159, -3.655)  -0.125
C (5.892, -0.617, -2.874)  -0.143
C (5.689, -0.770, -1.504)  -0.119
C (4.472, -0.466, -0.921)  -0.077
H (2.800, 0.500, -3.717)  0.075
H (4.966, -0.039, -4.726)  0.087
H (6.850, -0.850, -3.321)  0.077
H (6.494, -1.136, -0.876)  0.090
H (4.324, -0.600, 0.144)  0.079

spin multiplicity: 1
HOMO-LUMO gap (spin up / spin down): 5.033 / 5.031 eV
LUMO (spin up / spin down): 0.1525 / 0.1525 Ha
net charge: -2
highest occupied orbital energy (spin up / spin down): -0.9 / -0.9 eV
energy relative to the best compared isomer or geometry (same formula, charge and spin): 0.00 kJ/mol

=====

3.
Below is 6 unconnected molecules or ions with the total composition C38H71Br2N7O5S at a distorted geometry, with properties calculated with the ωB97M-V functional and the def2-TZVPD basis.

Each line ends with the Löwdin charge.
CARTESIAN COORDINATES (ANGSTROEM)
C (8.965, -2.329, -3.690)  -0.068
C (8.835, -0.820, -4.218)  -0.362
N (9.267, 0.185, -3.474)  0.085
C (8.142, -0.428, -5.634)  -0.108
C (6.613, -0.057, -5.248)  -0.176
C (6.264, 1.176, -4.384)  -0.016
C (4.786, 1.488, -3.986)  0.004
C (3.573, 0.586, -4.426)  -0.142
C (3.995, -0.627, -5.340)  -0.396
C (5.450, -0.949, -5.738)  -0.040
S (2.606, -1.698, -5.945)  0.863
C (1.447, -1.674, -4.485)  -0.397
C (0.627, -2.926, -4.119)  -0.084
C (-0.352, -2.934, -2.905)  -0.072
C (-0.479, -1.590, -2.125)  -0.061
C (0.359, -0.322, -2.504)  0.007
C (1.388, -0.311, -3.695)  -0.145
N (2.178, 0.875, -4.057)  -0.081
C (2.030, 1.990, -3.125)  -0.674
Br (1.113, 3.621, -3.851)  0.627
C (2.458, 2.050, -1.781)  -0.641
C (3.237, 0.825, -1.130)  -0.114
Br (2.168, 3.647, -0.610)  0.657
H (8.586, -2.386, -2.598)  0.088
H (8.309, -3.050, -4.285)  0.073
H (10.059, -2.677, -3.656)  0.087
H (9.640, -0.264, -2.606)  0.049
H (8.681, 0.425, -6.161)  0.117
H (8.145, -1.413, -6.239)  0.108
H (7.090, 1.889, -4.016)  0.102
H (4.647, 2.433, -3.343)  0.101
H (5.679, -1.861, -6.397)  0.104
H (0.700, -3.916, -4.700)  0.098
H (-0.959, -3.839, -2.569)  0.088
H (-1.187, -1.538, -1.222)  0.093
H (0.164, 0.598, -1.844)  0.082
H (4.368, 1.052, -1.039)  0.096
H (3.163, -0.155, -1.711)  0.087
H (2.874, 0.593, -0.058)  0.083
C (-3.457, 4.466, 0.975)  -0.069
C (-2.821, 3.300, 1.728)  -0.422
C (-1.383, 2.983, 1.269)  -0.209
O (-1.306, 2.289, 0.029)  -0.212
C (-1.426, 3.119, -1.117)  -0.147
N (-3.695, 2.126, 1.612)  0.047
H (-3.791, 4.188, -0.027)  0.059
H (-4.339, 4.827, 1.514)  0.076
H (-2.758, 5.302, 0.884)  0.079
H (-2.771, 3.587, 2.784)  0.134
H (-0.933, 2.312, 2.009)  0.118
H (-0.759, 3.885, 1.248)  0.109
H (-0.972, 4.103, -0.964)  0.076
H (-2.475, 3.222, -1.396)  0.047
H (-0.914, 2.627, -1.947)  0.032
H (-3.321, 1.382, 2.200)  0.076
H (-3.588, 1.761, 0.665)  0.066
C (-5.365, 5.115, -3.355)  -0.067
C (-4.053, 4.680, -4.004)  -0.418
C (-4.105, 4.657, -5.546)  -0.199
O (-4.802, 3.542, -6.093)  -0.189
C (-6.213, 3.680, -6.111)  -0.105
N (-3.663, 3.372, -3.458)  0.045
H (-6.120, 4.326, -3.361)  0.057
H (-5.197, 5.385, -2.308)  0.071
H (-5.781, 5.991, -3.860)  0.080
H (-3.292, 5.412, -3.714)  0.136
H (-3.078, 4.572, -5.916)  0.121
H (-4.503, 5.597, -5.948)  0.119
H (-6.524, 4.713, -6.291)  0.091
H (-6.639, 3.311, -5.176)  0.071
H (-6.604, 3.055, -6.917)  0.088
H (-2.738, 3.135, -3.814)  0.074
H (-4.273, 2.673, -3.884)  0.078
C (-7.337, 1.154, 1.356)  -0.076
C (-6.919, 0.944, -0.096)  -0.429
C (-7.609, 1.907, -1.084)  -0.203
O (-8.964, 1.577, -1.378)  -0.193
C (-9.899, 2.008, -0.403)  -0.109
N (-7.153, -0.461, -0.461)  0.037
H (-8.323, 0.740, 1.575)  0.062
H (-6.630, 0.660, 2.028)  0.072
H (-7.348, 2.217, 1.610)  0.077
H (-5.842, 1.137, -0.152)  0.117
H (-7.079, 1.846, -2.040)  0.113
H (-7.529, 2.949, -0.751)  0.117
H (-9.612, 2.960, 0.053)  0.090
H (-10.023, 1.241, 0.364)  0.073
H (-10.866, 2.138, -0.895)  0.086
H (-6.776, -0.622, -1.394)  0.070
H (-8.159, -0.578, -0.584)  0.068
C (2.322, -2.690, 4.883)  -0.070
C (2.813, -1.377, 4.279)  -0.428
C (1.942, -0.872, 3.110)  -0.204
O (2.145, -1.567, 1.883)  -0.204
C (1.453, -2.800, 1.783)  -0.102
N (4.218, -1.533, 3.877)  0.037
H (2.572, -3.557, 4.267)  0.067
H (2.786, -2.854, 5.860)  0.069
H (1.239, -2.674, 5.028)  0.080
H (2.766, -0.621, 5.071)  0.135
H (2.221, 0.168, 2.908)  0.117
H (0.878, -0.862, 3.376)  0.118
H (0.482, -2.771, 2.288)  0.092
H (2.066, -3.610, 2.183)  0.075
H (1.285, -3.009, 0.724)  0.083
H (4.571, -0.627, 3.573)  0.071
H (4.228, -2.095, 3.026)  0.069
C (3.913, -6.176, 10.389)  -0.076
C (4.326, -6.393, 8.935)  -0.430
C (3.635, -5.429, 7.947)  -0.209
O (2.278, -5.755, 7.660)  -0.199
C (1.348, -5.318, 8.637)  -0.108
N (4.085, -7.797, 8.577)  0.035
H (2.926, -6.586, 10.611)  0.064
H (4.620, -6.671, 11.061)  0.076
H (3.906, -5.112, 10.640)  0.077
H (5.403, -6.204, 8.875)  0.134
H (4.162, -5.496, 6.990)  0.120
H (3.722, -4.386, 8.277)  0.116
H (1.641, -4.366, 9.088)  0.091
H (1.225, -6.082, 9.406)  0.073
H (0.381, -5.186, 8.147)  0.087
H (4.458, -7.963, 7.643)  0.072
H (3.078, -7.911, 8.458)  0.069

spin multiplicity: 1
SMILES string: [H]/N=C(\C)Cc1ccc2c(c1)Sc1ccccc1N2/C(Br)=C(\C)Br.COC[C@@H](C)N.COC[C@@H](C)N.COC[C@@H](C)N.COC[C@@H](C)N.COC[C@@H](C)N
HOMO-LUMO gap: 7.776 eV
LUMO: 0.0015 Ha
highest occupied orbital energy: -7.7 eV